(1)
A cluster of 15 separate species, C30H60Br30 in total in a non-equilibrium geometry, computed with ωB97M-V with the def2-TZVPD basis set.

```
120
C30H60Br30, DFT ωB97M-V with the def2-TZVPD basis set
Br -3.08560 8.37823 3.13043
C -2.67932 6.85314 2.05109
C -2.28888 5.77168 3.02818
Br -1.79809 4.13245 2.04515
H -1.97047 7.00130 1.29145
H -3.63206 6.63559 1.60576
H -3.08590 5.36963 3.70338
H -1.37948 5.90286 3.59110
Br 2.57516 -2.80162 -6.70851
C 1.22379 -4.12950 -6.47820
C 0.52090 -3.69264 -5.17393
Br -1.02495 -4.69529 -4.80516
H 1.63598 -5.16520 -6.39622
H 0.76127 -4.09815 -7.44187
H 0.21865 -2.67101 -5.25706
H 1.20527 -3.78502 -4.35108
Br 3.59027 -3.53014 4.39667
C 4.00604 -4.41422 2.79683
C 3.14937 -5.57905 2.39414
Br 3.30770 -7.04308 3.62559
H 5.02331 -4.75720 2.92989
H 3.94581 -3.59093 2.05775
H 3.41212 -5.96936 1.44723
H 2.10682 -5.37498 2.34816
Br 3.52436 3.23917 -1.38675
C 3.20827 1.54776 -2.44388
C 3.64694 0.41827 -1.61699
Br 2.93766 -1.24880 -2.12777
H 3.69548 1.48478 -3.41892
H 2.10535 1.66592 -2.55671
H 3.46950 0.58451 -0.57604
H 4.76656 0.19297 -1.74650
Br 2.17978 -0.92220 2.20654
C 0.85016 -0.23136 0.91843
C 0.86733 1.27728 1.09806
Br -0.31362 2.03919 -0.26539
H -0.01785 -0.77092 1.24659
H 1.15546 -0.56614 -0.09819
H 1.87410 1.67594 0.87596
H 0.52909 1.48700 2.09924
Br -3.83286 4.82564 -2.22639
C -5.00651 3.44523 -1.70440
C -4.88973 2.87061 -0.34394
Br -5.62461 4.15626 0.90770
H -4.69183 2.62240 -2.37079
H -6.06962 3.72561 -1.93143
H -3.83237 2.68991 -0.07330
H -5.51575 2.02874 -0.25912
Br 6.99289 1.32653 -0.47241
C 7.28591 0.36150 1.15597
C 6.09021 -0.39955 1.78040
Br 5.66771 -2.04853 0.65082
H 7.56024 1.16491 1.85108
H 8.18429 -0.22725 0.97432
H 5.22479 0.20807 1.88605
H 6.42045 -0.86673 2.65496
Br -2.16166 -2.58213 3.52066
C -1.70936 -4.46983 3.64189
C -1.12533 -4.95585 2.25888
Br -2.68035 -5.25689 1.08475
H -2.53871 -4.96529 4.07871
H -0.97283 -4.50588 4.44112
H -0.89274 -6.00771 2.40302
H -0.34193 -4.28319 1.83548
Br -3.26188 0.73129 2.07968
C -4.97009 -0.11132 2.61133
C -5.66682 0.73856 3.72050
Br -7.17155 -0.37974 4.34625
H -4.70405 -1.07075 2.97021
H -5.47759 -0.30753 1.65945
H -6.02263 1.71680 3.24231
H -4.99010 0.90656 4.52086
Br 0.49585 1.23707 4.96346
C -1.41594 1.64095 4.89818
C -1.56442 2.59608 6.08972
Br -3.38757 3.15211 6.26252
H -1.97601 0.71553 5.08154
H -1.70391 2.07620 3.94188
H -0.95997 3.54316 5.95864
H -1.22583 2.24100 7.02696
Br 4.68480 2.95972 4.21681
C 3.15790 3.17078 3.04837
C 2.61443 4.55221 3.07021
Br 1.85651 5.14248 4.75669
H 2.35014 2.49801 3.35982
H 3.42640 3.04637 2.01356
H 1.86684 4.65519 2.40587
H 3.45868 5.28329 2.99722
Br 1.35381 6.82307 -2.88992
C 1.29595 5.00322 -3.64507
C 0.02052 4.35827 -3.13019
Br -0.35607 2.60752 -4.08940
H 2.12321 4.36009 -3.38147
H 1.30266 5.13785 -4.70925
H -0.90358 4.94842 -3.30097
H -0.02945 4.08649 -2.07472
Br -0.33321 -0.19818 -6.10859
C -2.11380 0.50215 -6.17713
C -2.69665 0.35637 -7.56067
Br -4.56426 0.97323 -7.63105
H -2.17741 1.51289 -5.90446
H -2.60947 -0.14432 -5.36371
H -2.60796 -0.66621 -7.82333
H -2.12597 0.83882 -8.34963
Br -0.17630 -2.90803 -1.33892
C -2.05936 -2.33066 -1.37019
C -2.21855 -1.23471 -2.34938
Br -4.12553 -0.83863 -2.58908
H -2.34906 -2.24695 -0.35793
H -2.58643 -3.19135 -1.76943
H -1.82402 -1.52158 -3.29729
H -1.76223 -0.32362 -2.11117
Br 1.62942 -8.47995 0.20858
C 1.25447 -7.77575 -1.56129
C 1.11976 -6.30078 -1.54713
Br 2.86386 -5.30799 -1.57871
H 0.27751 -8.17882 -1.69302
H 1.98359 -8.22608 -2.20973
H 0.48577 -5.83731 -0.82402
H 0.73907 -6.00887 -2.49621
```

Computed properties:
- Energy relative to the best compared isomer or geometry (same formula, charge and spin): 150.3 kJ/mol
- Net charge: 0

(2)
A cluster of 8 separate species, C24H42O24 in total in a non-equilibrium geometry, computed with ωB97M-V with the def2-TZVPD basis set.

```
90
C24H42O24, DFT ωB97M-V with the def2-TZVPD basis set
C 14.12194 0.16123 -9.18059
C 14.94651 0.96430 -8.13893
O 16.16546 1.18462 -8.83768
C 16.15406 0.65702 -10.08376
O 17.05755 0.81580 -10.84138
O 14.99414 0.00399 -10.28373
H 13.18532 0.65682 -9.42557
H 13.88298 -0.81111 -8.74914
H 15.20615 0.35663 -7.27410
H 14.50043 1.93409 -7.93053
C 19.76684 3.18619 -15.29258
C 20.75646 2.72940 -14.19796
O 21.98219 3.26283 -14.68991
C 21.73198 4.32050 -15.45984
O 22.52074 5.14910 -15.81926
O 20.45157 4.35160 -15.81806
H 18.82789 3.54005 -14.86923
H 19.57486 2.55865 -16.16032
H 20.83406 1.64483 -14.17634
H 20.51921 3.14769 -13.22028
C 16.26247 -1.90518 -12.84701
C 17.56667 -2.04493 -12.02692
O 18.35988 -1.02521 -12.59475
C 17.97351 -0.77966 -13.84141
O 18.65947 -0.23802 -14.65682
O 16.73766 -1.27750 -14.05303
H 15.61531 -1.19132 -12.34012
H 15.73698 -2.84445 -12.98533
H 18.07731 -2.97840 -12.24157
H 17.34462 -1.84421 -10.98605
C 21.26032 -4.32497 -11.53623
O 20.12540 -4.01222 -10.74318
C 20.30507 -3.01168 -9.87669
O 21.36111 -2.49242 -9.66705
O 19.15983 -2.67088 -9.34182
C 19.14946 -1.65106 -8.35645
H 21.07055 -5.22962 -12.10640
H 22.18280 -4.35168 -10.95999
H 21.35094 -3.52000 -12.27504
H 18.21019 -1.09402 -8.39948
H 19.92013 -0.90032 -8.50482
H 19.14191 -2.13269 -7.38002
C 19.50486 -3.10422 -18.19510
O 19.19763 -3.11986 -16.80795
C 18.93853 -4.27968 -16.17842
O 18.55020 -5.28692 -16.68157
O 19.06367 -3.99216 -14.88799
C 18.87213 -5.05082 -13.94515
H 20.56014 -2.87102 -18.34370
H 18.93185 -2.26756 -18.58684
H 19.29393 -4.03353 -18.71899
H 19.68412 -5.76184 -14.12904
H 17.95009 -5.59224 -14.13166
H 19.03546 -4.66807 -12.94684
C 15.40574 -1.67428 -18.81702
O 15.22218 -2.11234 -17.47703
C 15.48726 -3.37138 -17.17198
O 16.07605 -4.17321 -17.84509
O 15.01879 -3.60416 -15.95329
C 15.11325 -4.92241 -15.44972
H 15.03199 -0.65523 -18.83216
H 14.91728 -2.38315 -19.48308
H 16.45742 -1.60404 -19.10661
H 14.38525 -5.55074 -15.96231
H 14.74427 -4.87597 -14.42132
H 16.13464 -5.28392 -15.40736
C 21.46126 -1.96309 -15.20636
O 22.78975 -1.55954 -15.46933
C 23.64343 -1.47469 -14.47318
O 23.39576 -1.65536 -13.30861
O 24.80410 -1.07880 -14.95442
C 25.97507 -1.15421 -14.15273
H 21.35934 -3.05373 -15.19265
H 20.77366 -1.57684 -15.94868
H 21.18988 -1.68683 -14.18525
H 26.77840 -0.73155 -14.74602
H 26.21080 -2.18811 -13.90476
H 25.82451 -0.57924 -13.24050
C 17.36855 6.04453 -12.81428
O 16.92032 4.74172 -13.14182
C 15.90233 4.62789 -14.00246
O 15.34522 5.54138 -14.52521
O 15.59876 3.36721 -14.24544
C 16.36480 2.31746 -13.66382
H 16.66892 6.53396 -12.13682
H 17.38828 6.66270 -13.71701
H 18.38470 5.99126 -12.43834
H 16.09624 2.23531 -12.60967
H 17.43939 2.48776 -13.62378
H 16.15387 1.37004 -14.14794
```

Computed properties:
- Energy relative to the best compared isomer or geometry (same formula, charge and spin): 94.2 kJ/mol
- SMILES string: COC(=O)OC.COC(=O)OC.COC(=O)OC.COC(=O)OC.COC(=O)OC.O=C1OCCO1.O=C1OCCO1.O=C1OCCO1
- Net charge: 0

(3)
A cluster of 7 separate species, C39H67ClF5N8O4 in total in a non-equilibrium geometry, computed with ωB97M-V with the def2-TZVPD basis set.

```
124
C39H67ClF5N8O4, DFT ωB97M-V with the def2-TZVPD basis set
C -1.83823 2.80293 -4.43251
C -0.56223 1.93854 -4.71450
O 0.30285 1.81918 -3.61070
C 0.98606 3.01067 -3.31943
C 2.39638 2.72455 -2.71788
O 2.35961 1.84549 -1.60010
C 1.90251 2.54130 -0.42083
C 0.74740 1.73067 0.25652
N -0.45284 1.96471 -0.58471
C 1.09753 0.19076 0.00556
O 0.24361 -0.53792 -0.50697
O 2.23632 -0.25666 0.29499
N 0.44689 2.06501 1.66019
C 0.66700 3.44935 2.04655
C -0.18189 4.51803 1.29119
C -1.72117 4.34034 1.40153
C -2.27136 4.33187 2.82963
F -1.88475 5.40683 3.58952
F -1.91307 3.22215 3.54280
C -3.85666 4.31583 2.85120
F -4.36003 4.70731 4.02269
F -4.21841 3.01080 2.72659
F -4.40794 4.94352 1.80913
C 0.86770 1.09296 2.66368
C -0.20678 -0.03784 2.99138
C -1.53728 0.11490 2.22679
Cl 0.56703 -1.66913 2.74455
H -2.21128 3.15969 -5.42083
H -2.66044 2.19584 -3.98207
H -1.62249 3.71806 -3.84619
H -0.07623 2.40007 -5.60584
H -0.94166 0.95110 -5.05819
H 0.41806 3.73966 -2.70264
H 1.19237 3.51185 -4.30206
H 2.97852 3.65968 -2.54953
H 2.93502 2.18037 -3.52747
H 2.76057 2.67793 0.27802
H 1.61986 3.55813 -0.76406
H -1.29573 1.70805 -0.08692
H -0.47622 2.91426 -0.93871
H 1.73663 3.78397 1.96910
H 0.41901 3.60113 3.11896
H 0.07993 4.64795 0.22863
H 0.05130 5.49139 1.78233
H -2.13064 3.45862 0.87998
H -2.17715 5.22542 0.90438
H 1.87959 0.66314 2.51018
H 0.95137 1.64879 3.62883
H -0.45501 0.00926 4.06952
H -2.32128 -0.37348 2.85072
H -1.86424 1.15741 2.08608
H -1.56053 -0.40420 1.24992
C 1.95251 0.03497 -8.85881
C 0.48979 -0.22882 -8.52165
C -0.43911 0.90450 -8.96641
C -0.14573 2.15990 -8.27548
N 0.07964 3.14353 -7.72835
H 2.32625 0.92466 -8.34874
H 2.57020 -0.80858 -8.54757
H 2.08681 0.17426 -9.93448
H 0.39174 -0.39166 -7.44570
H 0.17452 -1.15264 -9.01352
H -1.47393 0.62047 -8.76164
H -0.35917 1.05083 -10.04618
C -2.49974 -2.07887 -2.53567
C -3.41568 -2.53086 -3.66987
C -3.14263 -1.79462 -4.98606
C -3.40496 -0.35879 -4.88196
N -3.59361 0.77160 -4.79384
H -2.63850 -1.02159 -2.30177
H -2.71260 -2.64760 -1.63024
H -1.45033 -2.23451 -2.79141
H -4.45900 -2.38851 -3.37050
H -3.27440 -3.59968 -3.83039
H -3.77652 -2.21397 -5.77224
H -2.10680 -1.95928 -5.29331
C -1.15878 -2.26674 8.73273
C -0.46830 -2.80360 7.48546
C -0.47745 -1.81023 6.32146
C -1.83489 -1.51237 5.86243
N -2.90082 -1.27464 5.50582
H -2.21582 -2.05888 8.54993
H -1.10120 -2.99912 9.54194
H -0.68410 -1.35041 9.07226
H -0.94636 -3.73901 7.18247
H 0.56978 -3.04162 7.73254
H 0.09690 -2.22807 5.49076
H 0.02385 -0.88625 6.61928
C 7.13499 1.63033 0.16551
C 6.23640 1.29827 -1.01997
C 6.60079 2.06969 -2.28585
C 6.42739 3.51574 -2.12067
N 6.29291 4.64915 -1.98973
H 7.05657 2.68323 0.44552
H 6.84805 1.03481 1.03303
H 8.18252 1.41364 -0.06318
H 5.19607 1.49686 -0.75051
H 6.31193 0.22925 -1.22880
H 5.96368 1.72282 -3.10256
H 7.63258 1.85307 -2.57452
C 3.22799 -3.98459 10.36795
C 4.17672 -2.80170 10.21052
C 3.60070 -1.49730 10.76849
C 2.39750 -1.07493 10.05100
N 1.45153 -0.74546 9.49010
H 2.29744 -3.82741 9.81880
H 3.69021 -4.89400 9.98161
H 2.98152 -4.15072 11.41929
H 4.42682 -2.67812 9.15439
H 5.10954 -3.02422 10.73430
H 4.35434 -0.71058 10.69136
H 3.37381 -1.61446 11.83059
C -6.61634 -6.38982 -3.91921
C -5.68273 -6.65781 -5.09412
C -4.33208 -7.23598 -4.66271
C -3.57578 -6.30487 -3.82437
N -2.98383 -5.57532 -3.16372
H -6.19655 -5.65012 -3.23499
H -7.57268 -6.00485 -4.27622
H -6.80935 -7.30614 -3.35678
H -5.53130 -5.73104 -5.65296
H -6.16431 -7.36449 -5.77463
H -3.74282 -7.47200 -5.55163
H -4.48336 -8.17497 -4.12562
```

Computed properties:
- Net charge: -1
- Electronic energy: -87749.061 eV